# 1
Formula: C19H47NO2P
Source: the OMol25 dataset
Level of theory: wB97M-V/def2-TZVPD

Properties
- E_HOMO (hartree) = -0.47567
- energy (eV) = -35328.64900
- E_LUMO (eV) = -4.534
- net charge = +1
- HOMO-LUMO gap (eV) = 8.409
- molecular weight (g mol⁻¹) = 352.56

Geometry (Å):
O (-1.45211, -0.51602, 2.03921)
N (-1.54607, -0.24997, 0.92598)
O (-2.92895, -0.34133, 0.48223)
C (-3.03026, -1.17932, -0.63636)
P (-2.38469, -2.88412, -0.33341)
H (-4.06953, -1.20144, -0.93858)
H (-2.42545, -0.77953, -1.45447)
H (-1.17208, -2.78212, 0.34708)
H (-2.10411, -3.53232, -1.53477)
H (-3.22206, -3.65148, 0.47635)
C (3.64154, 2.39746, -2.96517)
C (2.35667, 3.22094, -2.96433)
C (1.65428, 3.25188, -1.60781)
C (1.18637, 1.88974, -1.09504)
C (0.22909, 1.14925, -2.02433)
C (-1.08413, 1.89350, -2.25819)
H (3.45143, 1.34765, -2.73453)
H (4.12274, 2.43406, -3.94236)
H (4.35037, 2.78214, -2.22993)
H (1.67802, 2.84191, -3.73408)
H (2.59478, 4.24721, -3.25081)
H (0.80148, 3.93419, -1.66467)
H (2.33170, 3.68302, -0.86558)
H (0.69456, 2.03585, -0.12866)
H (2.05638, 1.25752, -0.89643)
H (0.00440, 0.17225, -1.57534)
H (0.70789, 0.93908, -2.98362)
H (-1.60053, 2.08107, -1.31194)
H (-1.75434, 1.31370, -2.89844)
H (-0.92278, 2.85241, -2.74826)
C (3.96082, -6.63055, -1.66526)
C (4.12883, -5.81785, -0.38439)
C (3.03134, -6.07281, 0.64786)
C (1.62098, -5.70063, 0.18998)
C (1.45666, -4.24343, -0.23775)
C (1.71827, -3.24049, 0.88478)
H (3.03601, -6.38004, -2.18836)
H (4.78449, -6.44092, -2.35289)
H (3.94724, -7.69983, -1.44833)
H (4.17928, -4.75287, -0.62995)
H (5.08940, -6.06804, 0.06947)
H (3.27330, -5.53097, 1.56596)
H (3.03463, -7.13195, 0.91739)
H (0.92293, -5.91439, 1.00696)
H (1.32178, -6.34913, -0.63764)
H (0.42812, -4.10404, -0.59795)
H (2.10445, -4.02059, -1.08771)
H (1.05157, -3.41787, 1.73465)
H (1.55945, -2.21488, 0.53969)
H (2.74249, -3.30139, 1.24738)
C (-0.44976, 3.14531, 2.17603)
C (-1.45439, 3.63361, 3.21336)
C (-2.80397, 2.92362, 3.11602)
C (-3.53957, 3.11897, 1.78812)
C (-3.81721, 4.57343, 1.41335)
C (-4.71879, 5.29449, 2.41100)
H (-0.79687, 3.34522, 1.16000)
H (0.51139, 3.64585, 2.29583)
H (-0.27917, 2.06960, 2.27472)
H (-1.58371, 4.71382, 3.11648)
H (-1.04653, 3.46557, 4.21253)
H (-3.44010, 3.25549, 3.93948)
H (-2.65114, 1.84914, 3.27279)
H (-4.49018, 2.57753, 1.83632)
H (-2.96696, 2.64997, 0.97893)
H (-4.29363, 4.59159, 0.42993)
H (-2.87771, 5.12166, 1.30520)
H (-5.68038, 4.78640, 2.50490)
H (-4.91236, 6.31632, 2.08588)
H (-4.26566, 5.34789, 3.40149)

Mulliken atomic charge list, values in e, 6 entries: atom 1 (O): -0.2518, atom 2 (N): 0.3097, atom 3 (O): -0.2115, atom 4 (C): -0.1196, atom 5 (P): 0.1260, atom 6 (H): 0.4236


# 2
Formula: C4H14NO2
Source: the OMol25 dataset
Level of theory: wB97M-V/def2-TZVPD

Properties
- E_HOMO (hartree) = -0.49120
- relative energy (zero: lowest compared OMol25 entry of this formula, charge and spin) (kcal/mol) = 92.6
- energy (eV) = -9950.74535
- E_LUMO (eV) = -3.568
- net charge = +1
- HOMO-LUMO gap (eV) = 9.798
- molecular weight (g mol⁻¹) = 108.16

Geometry (Å):
C (1.61686, -0.78076, 0.83933)
C (1.15642, -0.85968, -0.74769)
C (-0.30131, -0.78840, -1.10093)
C (-0.99051, -1.93873, -1.55806)
N (-1.06493, 0.24076, -0.40633)
H (2.68922, -1.28744, 0.74796)
H (0.96340, -1.12852, 1.51361)
H (2.02629, 0.20741, 1.29928)
H (1.59979, -1.91568, -0.93407)
H (1.67504, -0.19202, -1.39562)
H (-0.51712, -2.90238, -1.49706)
H (-1.88312, -1.87689, -2.20501)
H (-1.94827, 0.43086, -0.82522)
H (-1.16074, 0.26933, 0.66571)
H (-0.43885, 1.13733, -0.59695)
H (0.62410, 3.29645, -0.07418)
H (-0.23954, 4.22706, -0.94236)
O (-0.07356, 3.25623, -0.83910)
H (-1.45335, -0.57922, 2.53735)
H (-1.27076, 0.77295, 3.20709)
O (-1.00906, 0.41135, 2.31223)

Mulliken atomic charge list, values in e, 6 entries: atom 1 (C): -0.9718, atom 2 (C): -0.6446, atom 3 (C): 0.3738, atom 4 (C): -0.8638, atom 5 (N): -0.0261, atom 6 (H): 0.3042


# 3
Formula: C4H12N2O
Source: the OMol25 dataset
Level of theory: wB97M-V/def2-TZVPD

Properties
- E_HOMO (hartree) = -0.31719
- relative energy (zero: lowest compared OMol25 entry of this formula, charge and spin) (kcal/mol) = 28.0
- energy (eV) = -9369.97798
- E_LUMO (eV) = 0.620
- SMILES string = CCC/N=C\N.O
- HOMO-LUMO gap (eV) = 9.251
- molecular weight (g mol⁻¹) = 104.15

Geometry (Å):
C (-1.42708, -0.61502, -1.61823)
C (-1.44155, -1.31147, -0.26537)
C (-0.35978, -0.77511, 0.65833)
N (0.97059, -1.18013, 0.20004)
C (1.95663, -0.60470, 0.74604)
N (1.95462, 0.57483, 1.44191)
H (-0.42432, -0.60903, -2.03897)
H (-1.79452, 0.40419, -1.43330)
H (-2.10411, -1.06454, -2.34752)
H (-1.31949, -2.40049, -0.30257)
H (-2.42897, -1.22376, 0.19199)
H (-0.56856, 0.30566, 0.73056)
H (-0.45677, -1.17482, 1.66945)
H (2.96627, -0.97804, 0.55298)
H (2.75092, 0.87843, 1.96526)
H (1.22140, 1.22874, 1.22796)
O (0.44493, 2.65468, -0.24229)
H (0.30140, 3.61075, -0.32972)
H (-0.24161, 2.27984, -0.80655)

Mulliken atomic charge list, values in e, 6 entries: atom 1 (C): -1.0410, atom 2 (C): -0.5447, atom 3 (C): -0.3318, atom 4 (N): -0.5248, atom 5 (C): 0.1006, atom 6 (N): -0.3394